13
Properties=species:S:1:pos:R:3:forces:R:3:nbo_charge:R:1 method="wB97M-V/def2-TZVPD" mol_weight_g_mol=92.12 fmax_ev_per_a=2.1 homo_ha="-0.537 / -0.537" spin_multiplicity=1 orbital_gap_ev="8.25 / 8.24" energy_ev=-7797.286 total_charge=+1
C 1.74543 0.02753 0.46976 0.3 1.5 0.5 -0.061
C 0.23170 -1.51796 -0.39161 -0.3 -0.5 0.7 0.324
C -2.23742 -0.47717 0.54822 1.8 -0.7 -0.8 0.147
C -0.33906 0.89435 -0.48476 -0.2 0.8 -0.3 -0.475
C 0.95138 1.08281 0.22398 0.4 -0.5 0.2 -0.108
C -1.13188 -0.28881 0.02753 -0.8 0.3 0.4 -0.187
N 1.30804 -1.15826 -0.01882 -0.6 -0.9 -0.7 -0.257
H 2.69697 0.03265 0.97486 0.0 0.1 0.1 0.258
H -0.19135 -2.34396 -0.91591 -0.3 -0.3 -0.4 0.272
H -3.14338 -0.82654 0.97188 -0.5 0.0 0.2 0.270
H -0.97699 1.77415 -0.39221 0.2 -0.1 -0.1 0.279
H -0.15091 0.72952 -1.55484 0.0 0.0 0.0 0.277
H 1.23746 2.07170 0.54192 0.1 0.1 0.0 0.262